Record 1
DFT (ωB97M-V/def2-TZVPD) results for a cluster of 2 separate species, C4H7NO in total.

Geometry as XYZ:
```
13
Properties=species:S:1:pos:R:3:nbo_charge:R:1
C 1.022 0.293 0.065 0.04
H -0.333 0.768 1.619 0.25
C -1.496 0.130 -0.042 -0.46
N 0.115 -0.743 -1.945 -0.35
O 2.091 -0.042 0.917 -0.70
H 2.909 0.105 0.412 0.48
H -0.208 -0.986 1.288 0.24
H -2.426 -0.327 0.309 0.22
C -0.292 0.006 0.831 -0.48
H -1.786 0.973 -0.665 0.21
C 1.040 -0.470 -1.228 0.19
H 1.045 1.358 -0.251 0.19
H -1.498 -1.091 -1.449 0.18
```

Calculated values
- multiplicity = 1
- charge = 0
- E_tot (eV) = -7794.2303
- ΔE to the lowest compared entry with this formula, charge and spin (kcal/mol) = 124.9
- HOMO energy (eV) = -8.801
- gap between HOMO and LUMO (eV) = 9.08


Record 2
DFT (ωB97M-V/def2-TZVPD) results for a cluster of 13 separate species, H26O13 in total.

Geometry as XYZ:
```
39
Properties=species:S:1:pos:R:3:nbo_charge:R:1
H 2.891 2.596 -1.959 0.47
H -2.025 -4.223 3.820 0.47
H -1.565 1.046 -2.834 0.47
H -0.812 1.416 4.585 0.47
H -3.527 1.620 0.370 0.47
O -0.450 0.096 0.277 -0.95
H -1.701 4.227 0.034 0.47
H 5.513 1.004 -0.028 0.47
O -0.977 4.707 -0.368 -0.94
H 2.033 3.679 -1.340 0.47
H -4.791 -3.410 0.283 0.47
H 2.518 2.093 4.071 0.47
H 4.415 0.006 0.272 0.47
O 4.601 0.945 0.257 -0.95
O -1.885 1.542 -3.588 -0.94
H 2.899 -3.496 1.555 0.48
H -4.555 2.125 -0.620 0.47
H 0.267 -0.334 -0.190 0.47
H 3.362 -3.677 0.125 0.47
O -1.449 -3.172 -2.698 -0.94
H 2.491 1.754 2.595 0.48
H 3.409 -1.069 -5.377 0.47
H -0.544 -3.461 -2.814 0.47
O -4.294 2.189 0.299 -0.94
O 1.944 2.092 3.305 -0.95
H -1.967 -3.790 -3.214 0.47
H -3.648 -2.422 0.200 0.47
O 3.239 -3.012 0.803 -0.95
H 3.277 -1.545 -3.945 0.46
H -0.029 0.522 1.024 0.48
O -4.404 -2.661 0.735 -0.94
H -1.541 1.215 5.897 0.46
O -1.520 -4.093 3.017 -0.95
O 3.217 -0.761 -4.491 -0.93
H -0.838 4.270 -1.208 0.47
H -2.055 -3.499 2.491 0.48
O 2.480 3.439 -2.152 -0.94
H -2.320 0.889 -4.137 0.47
O -1.657 1.153 4.949 -0.94
```

Calculated values
- multiplicity = 1
- charge = 0
- E_tot (eV) = -27038.8841
- ΔE to the lowest compared entry with this formula, charge and spin (kcal/mol) = 70.6
- HOMO energy (eV) = -11.034
- gap between HOMO and LUMO (eV) = 10.67


Record 3
DFT (ωB97M-V/def2-TZVPD) results for a structure of composition C26H43Cl3O2P2Tl.

Geometry as XYZ:
```
77
Properties=species:S:1:pos:R:3:mulliken_charge:R:1
H -2.015 5.999 -3.704 0.26
H -4.719 2.807 -4.115 0.57
Cl 1.235 -2.219 -2.302 -0.12
C -0.416 4.581 -3.419 -0.66
H -5.618 -2.580 -3.749 0.30
C 1.837 -0.485 2.083 0.58
H -1.816 -2.162 2.917 0.43
H 3.461 -1.841 2.185 0.43
H -4.728 0.014 -2.208 0.36
O -0.195 -0.287 -0.700 -0.49
Tl -2.105 2.021 -3.303 1.74
H 2.731 6.972 -2.588 0.43
H -3.409 5.243 -4.942 0.35
C -2.567 0.035 -2.424 -1.02
C -3.442 3.571 -2.557 -0.39
C -3.788 3.349 -3.925 -0.36
C -3.922 -0.604 -2.634 -0.66
H 3.487 4.389 -2.970 0.41
Cl 3.242 -0.129 -2.162 -0.12
H -2.291 0.148 -1.368 0.12
C -0.838 3.390 -4.243 0.06
H -1.119 6.199 -2.207 0.49
H -1.296 4.808 -5.864 0.31
C -1.564 5.433 -2.868 -0.91
C 0.802 -2.820 1.748 -1.47
C 3.244 -0.831 1.816 -1.35
C 2.496 3.983 -3.212 -0.75
H 1.770 -3.239 2.045 0.39
H -0.567 2.794 2.413 0.45
C -1.809 -1.193 2.401 -1.57
H 2.425 2.949 -2.841 0.02
H -1.924 -3.001 -2.702 0.08
C 0.675 0.363 -1.327 -0.19
H -3.180 -3.084 -3.983 0.30
H -6.505 -2.399 -2.195 0.35
C 1.526 -0.475 -2.417 0.57
H -2.210 -1.357 1.387 0.29
C -5.642 -2.859 -2.688 -1.09
H -3.429 5.578 -1.825 0.41
C 1.328 0.823 2.312 0.66
H 0.098 5.236 -4.161 0.07
H -1.244 1.936 3.810 0.33
C -2.963 -3.266 -2.923 -0.87
H 3.473 -0.805 0.740 0.15
H -1.769 -0.545 -2.908 0.11
H 0.001 -3.368 2.257 0.37
C -1.736 3.897 -5.431 -1.21
C 1.743 6.692 -2.988 -1.14
H -4.098 -0.735 -3.710 0.40
P 1.308 5.040 -2.299 0.17
H -1.955 1.704 2.203 0.39
H -3.810 3.883 -5.978 0.37
H -4.078 3.120 -1.784 0.66
O 0.960 1.587 -1.276 -0.39
H -5.711 -3.950 -2.589 0.39
H 1.774 6.683 -4.087 0.32
H 2.274 2.409 1.231 0.20
H 2.342 4.021 -4.300 0.31
H 0.994 7.416 -2.635 0.37
H 3.105 1.905 2.719 0.42
H 0.008 2.820 -4.650 0.60
C -0.444 -0.643 2.356 0.57
H 3.911 -0.121 2.321 0.38
C 0.740 -1.388 2.086 0.70
Cl 0.976 0.106 -4.032 -0.11
C -2.685 4.785 -2.032 -0.92
C -1.007 1.846 2.739 -1.77
H -1.704 3.140 -6.226 0.45
P -4.107 -2.323 -1.837 0.14
H -2.487 -0.509 2.923 0.43
C -0.080 0.725 2.488 0.80
C -3.229 4.163 -5.083 -0.87
H 0.687 -2.976 0.662 0.21
H 1.606 2.867 2.816 0.46
H -3.121 -4.328 -2.695 0.42
C 2.118 2.067 2.268 -1.46
H -2.261 4.532 -1.047 0.33
```

Calculated values
- multiplicity = 1
- charge = +1
- E_tot (eV) = -92580.6292
- ΔE to the lowest compared entry with this formula, charge and spin (kcal/mol) = 40.2
- HOMO energy (alpha / beta) (eV) = -10.132 / -10.132
- gap between HOMO and LUMO (alpha / beta) (eV) = 5.34 / 5.31


Record 4
DFT (ωB97M-V/def2-TZVPD) results for an isolated molecule of C5H13NS.

Geometry as XYZ:
```
20
Properties=species:S:1:pos:R:3:nbo_charge:R:1
H -0.861 1.158 -0.519 0.21
C -2.089 -0.636 1.226 -0.60
C 2.171 2.371 -0.364 -0.91
H -0.262 -1.064 1.499 0.22
H 3.091 2.651 -0.906 0.21
H 3.047 -0.098 -0.213 0.37
H -1.105 -2.613 -0.319 0.22
C -0.712 -1.647 -0.558 -0.65
C -0.211 0.657 0.234 -0.52
H -2.054 0.048 2.163 0.20
S 1.388 0.699 -0.814 1.32
H 0.438 -1.852 -0.744 0.26
N 2.300 -0.480 -0.670 -1.14
H 1.291 3.008 -0.668 0.18
H 0.756 0.461 -2.064 0.03
H -0.029 1.162 1.115 0.24
H -2.951 -0.262 0.626 0.21
H -2.163 -1.539 1.838 0.22
H -1.321 -1.310 -1.438 0.21
C -0.724 -0.714 0.576 -0.27
```

Calculated values
- multiplicity = 1
- charge = 0
- E_tot (eV) = -17715.1257
- ΔE to the lowest compared entry with this formula, charge and spin (kcal/mol) = 141.2
- structure (SMILES) = C=[S@@H](=N)CC(C)C
- HOMO energy (eV) = -8.116
- gap between HOMO and LUMO (eV) = 8.67


Record 5
DFT (ωB97M-V/def2-TZVPD) results for a structure of composition C39H50Ge2N4PTi.

Geometry as XYZ:
```
97
Properties=species:S:1:pos:R:3:nbo_charge:R:1
H -1.597 4.974 1.276 0.24
H -3.667 -3.147 1.564 0.25
H 3.156 1.453 -1.302 0.23
C 3.834 -4.857 -0.159 -0.05
N 1.052 2.317 -0.258 -0.17
H 2.437 0.262 3.825 0.25
H -0.190 -3.250 1.903 0.25
H -4.447 1.066 1.942 0.26
C -4.234 2.769 -0.959 -0.19
C -1.285 4.379 2.132 -0.22
C 3.539 -2.322 -0.165 -0.58
C 2.207 -0.297 2.914 -0.57
C -1.062 2.243 3.226 -0.17
C 1.914 0.256 -2.650 -0.58
C -1.446 2.988 2.113 -0.38
Ge 2.554 -0.620 0.037 1.04
C 0.301 -4.884 -2.522 -0.62
C 2.535 5.429 0.302 -0.22
H -3.923 3.736 2.299 0.22
H -0.496 -5.448 -2.034 0.23
H 1.212 -5.480 -2.494 0.23
H -0.940 -5.591 1.130 0.22
H -0.656 6.087 3.274 0.25
H 0.017 4.740 5.252 0.25
H -6.225 4.472 1.882 0.24
H 4.367 6.432 0.427 0.25
H 2.242 -1.356 3.171 0.24
C 0.524 -4.017 1.640 -0.90
C -4.173 -1.068 1.866 -0.11
H 0.672 -6.202 1.537 0.23
H -0.256 2.282 5.221 0.24
C 0.507 -3.489 -1.896 -0.89
H 5.634 -8.284 -0.167 0.25
C 5.858 -6.153 -0.054 -0.18
C -1.641 -0.516 0.810 -0.61
H -7.283 4.095 -0.325 0.25
C 2.996 0.406 -1.563 -0.81
C -5.543 3.172 -1.178 -0.19
C -0.756 5.005 3.255 -0.20
P -2.025 2.203 0.571 0.86
H 3.950 0.008 -1.914 0.26
H 4.529 3.450 1.086 0.18
C 3.113 -6.051 -0.258 -0.21
H 6.937 -6.196 0.028 0.24
H 2.031 3.550 2.502 0.29
N 1.906 4.071 0.407 -0.12
C -3.775 0.254 1.692 -0.19
H 1.902 -0.750 -3.068 0.22
H -5.156 -1.286 2.270 0.26
C -3.648 2.961 0.295 -0.37
H 3.171 -8.203 -0.337 0.24
C -5.668 3.988 1.087 -0.19
N 1.227 2.178 1.065 -0.41
H 4.189 4.026 -1.475 0.19
C -0.528 2.868 4.350 -0.21
Ti 0.102 0.430 0.402 1.55
C -6.259 3.778 -0.154 -0.16
H 1.162 -0.067 2.679 0.15
H 5.610 5.054 -1.258 0.24
C 1.771 3.290 1.483 0.25
H 5.813 4.633 1.213 0.26
H -6.001 3.017 -2.149 0.24
Ge 1.218 -3.667 -0.118 1.89
H -1.493 -2.687 0.661 0.19
H 0.909 0.466 -2.284 0.17
H 1.306 -2.941 -2.391 0.25
C 3.097 -3.583 -0.155 -0.52
H 2.127 5.865 -0.602 0.26
H -0.392 -2.897 -1.906 0.25
H 1.422 -3.900 2.243 0.26
H 5.807 -4.013 0.036 0.22
N 1.441 3.448 -0.693 0.06
C 4.730 4.513 1.268 -0.62
C 5.220 -4.924 -0.052 -0.18
C -3.334 -2.116 1.472 -0.19
C -2.091 -1.850 0.954 -0.12
C 3.190 0.037 1.770 -0.81
C -0.376 4.247 4.366 -0.19
H -3.669 2.312 -1.765 0.22
H -0.384 -5.588 2.800 0.26
H 4.146 -0.457 1.941 0.26
H 4.137 5.743 -1.938 0.23
C 5.125 -7.329 -0.160 -0.16
H 2.084 0.944 -3.478 0.26
C -2.533 0.530 1.143 -0.30
C -4.361 3.578 1.323 -0.16
H 4.431 4.772 2.293 0.22
H -1.227 1.182 3.253 0.21
H 2.194 6.000 1.158 0.24
C -0.065 -5.435 1.767 -0.62
C 3.743 -7.287 -0.258 -0.18
H 0.024 -4.763 -3.569 0.26
H 2.023 -6.015 -0.353 0.17
C 4.068 5.404 0.217 -0.24
H 3.387 1.104 1.701 0.23
H 4.615 -2.129 -0.233 0.25
C 4.520 5.036 -1.195 -0.61
```

Calculated values
- multiplicity = 1
- charge = +3
- E_tot (eV) = -192620.4227
- ΔE to the lowest compared entry with this formula, charge and spin (kcal/mol) = 0.0
- HOMO energy (alpha / beta) (eV) = -15.593 / -15.593
- gap between HOMO and LUMO (alpha / beta) (eV) = 5.25 / 5.26


Record 6
DFT (ωB97M-V/def2-TZVPD) results for an isolated molecule of C6H10N2.

Geometry as XYZ:
```
18
Properties=species:S:1:pos:R:3:nbo_charge:R:1
H -0.465 -2.234 2.558 0.41
C 0.402 -0.226 0.303 0.10
H -0.914 1.664 -1.076 0.20
H 0.185 2.056 -3.381 0.20
H 1.461 1.244 -0.866 0.23
H -1.266 0.073 -1.551 0.19
N -0.267 -1.386 2.045 -0.52
H -0.015 0.362 -3.724 0.20
C 0.029 -0.134 2.436 0.16
H -0.250 -2.461 0.292 0.21
H -1.437 1.459 -3.576 0.21
C -0.118 -1.460 0.667 -0.13
H 1.243 -0.320 -1.690 0.20
C 0.798 0.396 -0.992 -0.42
H -0.167 0.296 3.405 0.20
C -0.526 0.852 -1.700 -0.38
N 0.421 0.585 1.421 -0.47
C -0.460 1.196 -3.175 -0.61
```

Calculated values
- multiplicity = 1
- charge = 0
- E_tot (eV) = -9364.2063
- ΔE to the lowest compared entry with this formula, charge and spin (kcal/mol) = 5.3
- structure (SMILES) = CCCc1c[nH]cn1
- HOMO energy (eV) = -8.533
- gap between HOMO and LUMO (eV) = 9.47


Record 7
DFT (ωB97M-V/def2-TZVPD) results for a structure of composition C33H22BrClLuN9O5S.

Geometry as XYZ:
```
73
Properties=species:S:1:pos:R:3:mulliken_charge:R:1
H -3.133 -5.504 0.317 0.23
C 4.565 0.281 2.114 0.43
C -2.349 0.383 -2.887 -0.72
H -0.503 -2.941 -3.264 0.46
H 1.279 1.650 -3.805 0.46
C 1.427 -0.551 3.325 1.07
H -4.755 -1.601 3.750 0.35
H 3.074 6.258 -3.759 0.42
C 3.509 -1.218 0.359 0.20
C 2.301 -4.593 -2.324 -0.70
C 0.828 3.739 -4.005 0.06
H -4.718 0.152 5.576 0.44
H 0.836 -4.941 -3.851 0.41
H 0.427 3.197 0.642 0.51
N -1.330 2.894 -3.656 -0.22
N 2.324 -1.823 0.128 0.41
C 1.674 2.658 -3.790 0.05
C 0.397 -3.180 -2.711 -0.57
C -0.334 3.138 -1.379 -0.55
S -1.283 -3.750 1.206 -0.50
N -0.551 3.540 -4.368 -0.70
C -1.000 2.426 -2.348 -0.31
C 2.139 -0.865 2.028 0.58
C -3.771 0.519 5.205 -1.02
C 2.675 5.253 -3.764 -0.46
H -0.442 1.654 3.748 0.48
C 3.019 2.873 -3.549 -0.56
C -0.112 2.618 -0.096 -1.13
C -1.554 1.158 -2.011 1.28
H 3.364 1.023 3.448 0.39
O -0.275 0.755 1.372 0.27
Br 5.342 4.466 -3.178 -0.18
Lu -0.885 -1.162 1.935 1.47
O 4.299 1.111 3.108 -0.57
N 1.480 -1.612 1.152 -0.47
H -2.560 0.762 -3.878 0.51
N -3.666 -4.709 0.618 -0.38
C 2.704 -3.781 -1.276 -0.31
H 0.027 4.134 -1.596 0.45
H 3.686 2.040 -3.377 0.47
Cl 4.752 -1.254 -0.793 -0.13
H -1.376 2.848 5.724 0.41
C -3.015 -3.726 1.297 0.54
N -1.809 -0.578 -0.329 -0.03
H -2.929 -2.220 -0.810 0.18
H 0.667 5.857 -4.241 0.42
H 2.887 -5.468 -2.573 0.39
C 1.149 -4.297 -3.040 -0.66
H 3.586 -4.022 -0.701 0.51
C -0.522 1.340 0.231 -0.01
C 3.507 4.172 -3.524 0.05
C -1.307 0.625 -0.735 0.63
O 1.823 0.359 4.044 -0.81
N -2.000 0.330 3.614 -0.09
O 5.646 0.253 1.584 -0.59
C -3.126 1.593 5.801 -0.17
N -3.796 -2.888 1.936 -1.54
N -3.130 -1.847 2.524 0.67
C -3.170 -0.089 4.115 0.97
O 0.416 -1.304 3.558 -0.75
C 3.444 -0.557 1.574 -0.25
H -3.565 2.087 6.658 0.43
C -1.385 1.359 4.188 -0.18
H 0.230 -1.471 -1.417 0.27
C 1.943 -2.665 -0.965 -0.29
H -4.646 -4.831 0.817 0.25
C 1.332 5.030 -4.027 -0.36
C -2.847 -0.817 -2.463 -1.16
C -3.775 -1.244 3.448 -0.63
C -2.551 -1.269 -1.164 0.03
C -1.915 2.020 5.287 -1.02
H -3.470 -1.424 -3.105 0.50
C 0.797 -2.353 -1.673 0.35
```

Calculated values
- multiplicity = 1
- charge = 0
- E_tot (eV) = -185252.7023
- HOMO energy (eV) = -7.854
- gap between HOMO and LUMO (eV) = 7.08


Record 8
DFT (ωB97M-V/def2-TZVPD) results for a structure of composition C34H36CrGeN8S2.

Geometry as XYZ:
```
82
Properties=species:S:1:pos:R:3:lowdin_spin:R:1
H 5.303 1.831 -4.444 0.00
H -0.815 -3.421 -6.032 0.00
S -2.917 0.634 -4.055 0.00
H -1.888 4.849 0.429 0.00
H -1.912 1.051 5.726 0.00
C 1.978 -3.837 3.656 0.00
H 1.827 0.262 1.320 0.01
C -3.925 1.465 2.955 0.00
C 1.521 -2.509 1.747 0.01
C -1.367 -1.357 -5.440 0.00
C -0.373 3.454 0.503 0.03
C 2.418 0.353 -2.222 0.02
C 0.691 -3.508 4.147 0.00
C 1.692 2.206 1.332 0.03
H 3.137 0.326 2.115 0.00
C 0.227 -2.264 2.171 0.07
H -1.022 -0.707 4.195 0.00
H 4.469 3.286 -4.868 0.00
C -1.700 -0.528 -4.329 0.00
H 3.457 -3.426 2.185 0.00
C -2.597 0.636 -2.234 0.02
H -0.495 5.506 1.045 0.00
N 4.661 2.605 -4.107 0.01
H 4.502 0.404 -2.764 0.00
H 0.410 -3.881 5.120 0.00
C -3.486 1.658 4.248 0.02
N -1.371 0.041 -2.023 0.03
C -1.856 -0.081 3.889 0.02
C 3.218 3.789 2.296 0.00
H 2.717 -4.268 4.351 0.00
C -4.100 -2.931 -0.957 0.00
C -3.381 -2.110 -0.095 0.03
H -1.554 -5.071 -1.686 0.00
H -3.676 0.480 1.069 0.00
H -3.994 2.359 4.907 0.00
C -2.387 0.919 4.707 0.00
H -0.429 -3.866 0.000 0.00
H 3.455 1.112 3.622 0.00
H 2.264 3.778 -3.977 0.00
C -0.214 -2.002 -3.029 0.01
C 2.433 -3.235 2.498 0.00
C 2.274 2.792 -3.506 0.00
H 0.149 2.653 -3.027 0.00
C -2.236 -0.242 2.532 0.06
Cr -0.019 0.757 -0.555 3.81
C -0.063 -2.878 -4.077 0.00
H -4.095 -4.722 -2.033 0.00
N 0.957 3.346 0.991 0.01
C -0.776 -2.635 -5.289 0.00
H 1.186 4.122 1.609 0.00
H 2.324 -0.569 -1.642 0.01
N -0.961 4.654 0.731 0.02
H 4.585 1.409 2.212 0.00
N -0.913 2.506 -0.203 0.04
H -1.963 2.552 -0.303 0.01
C 3.563 0.901 -2.803 0.00
H -5.128 -2.670 -1.230 0.00
S -3.809 1.105 -1.122 0.02
C -2.091 -2.405 0.233 0.07
H -3.849 -1.203 0.321 0.00
C -3.295 0.539 2.088 0.02
H 0.574 -3.706 -3.912 0.00
N 1.238 1.071 -2.201 0.03
H -1.734 -1.062 -6.412 0.00
C 1.136 2.176 -2.993 0.01
H 3.257 4.416 1.396 0.00
Ge -1.001 -1.072 1.150 0.38
H 2.527 4.145 3.103 0.00
C -2.131 -4.330 -1.189 0.00
C -0.201 -2.814 3.401 0.01
H -1.191 -2.616 3.798 0.00
H 4.223 3.729 2.746 0.00
C 3.565 1.276 2.526 0.00
N 1.340 1.015 0.841 0.06
H -4.796 2.032 2.576 0.00
C -1.439 -3.548 -0.295 0.03
H 1.746 -2.209 0.676 0.01
N 2.781 2.381 2.052 0.02
H 0.335 -2.150 -2.088 0.01
C -1.022 -0.805 -3.123 0.00
C -3.496 -4.091 -1.443 0.03
C 3.525 2.146 -3.508 0.01
```

Calculated values
- multiplicity = 6
- charge = +1
- E_tot (eV) = -154364.2535
- ΔE to the lowest compared entry with this formula, charge and spin (kcal/mol) = 64.5
- HOMO energy (alpha / beta) (eV) = -9.337 / -9.429
- gap between HOMO and LUMO (alpha / beta) (eV) = 6.94 / 4.83